Record 1
{
  "formula": "C30H68FN10O7P2S3",
  "method": "ωB97M-V/def2-TZVPD",
  "symbols": ["O", "C", "O", "C", "C", "C", "C", "C", "C", "N", "C", "C", "C", "C", "C", "C", "C", "S", "C", "N", "N", "C", "O", "C", "S", "O", "O", "F", "C", "N", "S", "H", "H", "H", "H", "H", "H", "H", "H", "H", "H", "H", "H", "H", "H", "H", "H", "H", "H", "H", "H", "H", "H", "H", "H", "H", "H", "H", "H", "H", "H", "H", "H", "O", "P", "N", "C", "C", "N", "C", "C", "N", "C", "C", "H", "H", "H", "H", "H", "H", "H", "H", "H", "H", "H", "H", "H", "H", "H", "H", "H", "H", "O", "P", "N", "C", "C", "N", "C", "C", "N", "C", "C", "H", "H", "H", "H", "H", "H", "H", "H", "H", "H", "H", "H", "H", "H", "H", "H", "H", "H"],
  "xyz": [[-2.40, -0.57, -3.26], [-2.04, 0.62, -3.36], [-1.93, 1.33, -4.58], [-3.11, 1.17, -5.42], [-4.45, 1.81, -4.81], [-4.46, 3.40, -5.12], [-5.06, 4.28, -3.93], [-4.19, 4.18, -2.55], [-3.34, 5.51, -2.29], [-2.45, 5.41, -1.08], [-1.41, 4.38, -1.41], [0.05, 4.67, -0.82], [1.14, 3.97, -1.81], [1.41, 2.42, -1.42], [2.81, 2.22, -0.67], [2.90, 0.66, -0.20], [4.40, 0.41, 0.32], [4.45, 0.78, 2.15], [4.58, -0.88, 2.92], [4.77, -2.12, 2.22], [4.81, -3.21, 3.05], [4.61, -2.66, 4.36], [4.49, -1.25, 4.28], [-3.26, 5.06, 0.12], [-3.26, 6.45, 1.39], [-4.12, 5.90, 2.52], [-3.99, 7.66, 0.86], [-1.75, 6.77, 1.99], [-4.80, 4.75, -0.16], [-5.06, 3.88, -1.36], [-4.98, 2.17, -0.88], [-1.77, 1.21, -2.41], [-3.29, 0.08, -5.74], [-2.90, 1.74, -6.40], [-5.36, 1.34, -5.33], [-4.57, 1.60, -3.69], [-5.15, 3.53, -6.03], [-3.42, 3.72, -5.46], [-6.18, 4.11, -3.76], [-4.97, 5.39, -4.24], [-3.53, 3.24, -2.71], [-4.05, 6.43, -2.19], [-2.74, 5.72, -3.25], [-1.80, 3.35, -1.06], [-1.29, 4.28, -2.55], [0.26, 5.78, -0.71], [0.16, 4.09, 0.17], [0.80, 3.96, -2.90], [2.12, 4.57, -1.78], [1.48, 1.81, -2.40], [0.55, 1.97, -0.81], [2.90, 2.91, 0.25], [3.71, 2.39, -1.36], [2.65, 0.04, -1.14], [2.17, 0.48, 0.65], [5.09, 1.14, -0.25], [4.74, -0.67, 0.13], [4.59, -3.32, 5.28], [-2.79, 4.16, 0.67], [-5.25, 4.27, 0.77], [-5.33, 5.75, -0.31], [-6.07, 4.03, -1.61], [-3.66, 1.78, -1.07], [-8.15, -0.79, -3.53], [-8.35, -2.06, -2.70], [-8.52, -1.18, -1.23], [-7.79, -1.35, 0.01], [-9.72, -0.37, -1.09], [-6.72, -2.59, -2.88], [-5.80, -2.91, -1.81], [-5.94, -2.01, -3.98], [-8.65, -3.58, -1.81], [-8.65, -4.72, -2.77], [-9.93, -3.70, -1.09], [-7.79, -2.38, 0.37], [-8.20, -0.75, 0.82], [-6.75, -1.02, -0.10], [-10.60, -0.99, -0.90], [-9.92, 0.21, -1.99], [-9.64, 0.36, -0.28], [-5.33, -2.01, -1.39], [-4.99, -3.55, -2.17], [-6.26, -3.47, -1.00], [-5.61, -0.99, -3.75], [-6.53, -1.98, -4.90], [-5.06, -2.61, -4.21], [-9.46, -4.62, -3.50], [-8.77, -5.67, -2.24], [-7.71, -4.80, -3.32], [-10.78, -3.47, -1.73], [-9.97, -3.05, -0.21], [-10.05, -4.71, -0.69], [12.07, -2.56, 3.28], [10.74, -3.14, 3.77], [10.61, -2.00, 5.04], [10.41, -2.25, 6.46], [10.36, -0.62, 4.66], [11.46, -4.60, 4.36], [11.34, -5.12, 5.71], [12.78, -4.95, 3.85], [9.16, -3.83, 4.23], [8.80, -4.92, 3.29], [8.00, -2.92, 4.22], [9.56, -2.91, 6.66], [10.21, -1.33, 7.02], [11.30, -2.68, 6.91], [9.33, -0.47, 4.32], [11.02, -0.31, 3.84], [10.55, 0.09, 5.47], [12.05, -4.64, 6.39], [11.55, -6.19, 5.73], [10.33, -5.03, 6.12], [13.57, -4.35, 4.32], [12.83, -4.81, 2.77], [13.01, -6.01, 4.03], [8.69, -4.54, 2.27], [7.87, -5.40, 3.59], [9.55, -5.71, 3.26], [7.92, -2.39, 3.26], [8.04, -2.19, 5.02], [7.08, -3.48, 4.39]],
  "charge": 1,
  "de_lowest_kj_mol": 1090.2,
  "homo_lumo_gap_ev": 4.81,
  "e_tot_ha": -4234.51452
}

Record 2
{
  "formula": "C5H10O",
  "method": "ωB97M-V/def2-TZVPD",
  "symbols": ["C", "C", "C", "H", "H", "H", "H", "H", "H", "C", "C", "O", "H", "H", "H", "H"],
  "xyz": [[0.93, -0.46, 1.74], [1.93, -0.61, 0.94], [1.46, 0.80, 1.12], [0.20, -0.88, 2.42], [2.63, -1.26, 0.43], [0.90, 1.28, 0.31], [2.06, 1.50, 1.72], [1.13, -0.32, -2.01], [1.81, -0.59, -2.10], [-2.22, 0.43, 0.80], [-1.44, -0.18, -0.34], [-0.87, 0.48, -1.18], [-1.87, 1.45, 0.98], [-2.14, -0.17, 1.70], [-3.28, 0.46, 0.52], [-1.44, -1.29, -0.40]],
  "charge": 0,
  "de_lowest_kj_mol": 412.5,
  "homo_lumo_gap_ev": 10.58,
  "e_tot_ha": -271.59550
}

Record 3
{
  "formula": "C2H2Cl6",
  "method": "ωB97M-V/def2-TZVPD",
  "symbols": ["Cl", "C", "Cl", "Cl", "H", "Cl", "C", "Cl", "Cl", "H"],
  "xyz": [[-1.97, 3.00, 2.67], [-1.63, 3.69, 1.06], [-0.79, 5.25, 1.21], [-3.14, 4.04, 0.21], [-1.06, 3.00, 0.44], [3.40, -3.35, -1.46], [1.67, -3.80, -1.22], [0.85, -2.54, -0.28], [1.50, -5.38, -0.44], [1.18, -3.90, -2.19]],
  "charge": 0,
  "de_lowest_kj_mol": 20.8,
  "homo_lumo_gap_ev": 11.48,
  "e_tot_ha": -2838.54040
}

Which formula does entry 1 have? C30H68FN10O7P2S3

Which of these has the highest charge? C30H68FN10O7P2S3

What is the formula in the third record? C2H2Cl6